# C3H8N2

C3H8N2 in the gas phase in a non-equilibrium geometry (ωB97M-V/def2-TZVPD, OMol25).

Last column: Mulliken charge in e.
Geometry (Å):
C  -0.408  -0.544  -0.107  -0.36
C  0.861  0.247  0.508  -0.31
C  2.094  0.186  -0.360  -0.95
N  -1.550  0.057  -0.594  -0.44
N  -2.483  0.117  0.298  -0.25
H  0.032  -0.963  -1.005  0.24
H  -0.578  -1.281  0.669  0.41
H  0.459  1.243  0.581  0.25
H  2.868  0.391  0.342  0.33
H  2.299  0.924  -1.179  0.28
H  2.125  -0.787  -0.749  0.34
H  -2.281  -0.141  1.332  0.22
H  -3.437  0.551  0.265  0.23

Force components x, y, z for each atom (eV/Å):
C 3.1 -1.2 0.7
C -2.6 1.2 -3.3
C -0.4 1.2 0.9
N -0.5 1.8 -1.1
N -2.4 -0.2 4.9
H 0.2 -0.8 0.1
H -0.6 -0.8 -0.1
H 0.4 0.9 1.1
H 1.3 -0.3 0.4
H -0.9 -0.4 0.6
H 0.7 -1.4 -0.6
H -0.1 0.3 -2.3
H 1.8 -0.3 -1.1

Summary:
**Spin multiplicity**: 1
**M**: 72.1 g/mol
**E_LUMO (alpha / beta)**: 1.021 / 0.104 eV
**Energy relative to the best compared isomer or geometry (same formula, charge and spin)**: 586.4 kJ/mol

# C2H6N2OP

A gas-phase ion, C2H6N2OP (charge +1) in a non-equilibrium geometry (ωB97M-V/def2-TZVPD, OMol25).

Last column: Mulliken spin population.
Geometry (Å):
C  1.152  -0.746  0.047  0.07
C  -0.378  -1.014  0.319  0.03
N  -1.870  1.460  0.476  0.23
N  1.076  0.660  -0.094  0.66
O  1.877  1.489  0.125  0.95
P  -0.886  0.620  -0.344  -0.02
H  1.986  -1.049  0.671  0.01
H  1.388  -1.214  -1.015  0.05
H  -0.922  -1.880  -0.018  0.00
H  -0.680  -0.872  1.329  0.00
H  -2.263  2.289  0.251  -0.01
H  -0.482  0.256  -1.747  0.03

Force components x, y, z for each atom (eV/Å):
C -0.7 -3.2 -2.7
C 0.2 1.5 0.5
N 2.4 -3.8 -0.1
N -1.6 -0.1 -0.4
O 2.3 2.5 0.5
P 0.1 -2.0 -0.9
H -0.4 -0.1 0.6
H -0.2 0.9 1.8
H 0.3 -0.3 -0.7
H 0.3 -0.2 1.4
H -1.6 3.4 -1.0
H -1.2 1.5 0.8

Summary:
**Spin multiplicity**: 3
**M**: 105.1 g/mol
**Net charge**: +1
**E_LUMO (alpha / beta)**: -4.363 / -8.321 eV
**Energy relative to the best compared isomer or geometry (same formula, charge and spin)**: 0.0 kJ/mol

# C30H39N3OPtS

A molecular structure, C30H39N3OPtS in a non-equilibrium geometry (ωB97M-V/def2-TZVPD, OMol25).

Last column: Mulliken spin population.
Geometry (Å):
Pt  -0.808  0.134  0.130  4.49
N  -1.808  1.139  3.127  0.06
N  1.027  1.808  1.064  0.78
C  -1.604  -0.052  -1.929  0.24
C  -1.767  1.366  -1.650  -0.59
C  -2.750  1.508  -0.613  -0.03
C  -3.197  2.791  -0.003  0.01
H  -2.535  3.617  -0.289  0.13
H  -3.223  2.733  1.093  -0.04
H  -4.209  3.044  -0.351  -0.01
C  -3.182  0.204  -0.206  -0.36
C  -4.153  -0.085  0.882  -0.30
H  -5.180  -0.070  0.494  0.05
H  -4.086  0.668  1.676  0.06
H  -3.974  -1.070  1.326  0.05
C  -2.480  -0.781  -1.010  -0.15
C  -2.607  -2.259  -0.934  -0.14
H  -2.853  -2.576  0.085  0.26
H  -1.667  -2.732  -1.236  0.03
H  -3.393  -2.632  -1.599  -0.17
C  -1.061  2.494  -2.319  -0.68
H  -1.785  3.214  -2.724  0.09
H  -0.438  2.136  -3.144  -0.16
H  -0.420  3.041  -1.613  0.18
C  -0.682  -0.688  -2.910  0.03
H  -0.123  -1.499  -2.427  0.05
H  0.043  0.043  -3.279  0.32
H  -1.219  -1.109  -3.769  -0.15
C  -2.182  0.894  4.389  -0.04
H  -3.091  0.301  4.534  0.01
C  -1.444  1.313  5.506  0.00
H  -1.793  1.046  6.508  0.03
C  -0.292  2.063  5.298  -0.07
H  0.313  2.426  6.130  -0.03
C  0.095  2.350  3.990  0.19
H  0.967  2.949  3.745  -0.04
C  -0.674  1.817  2.928  0.11
C  -0.300  2.040  1.534  -0.62
H  -0.830  2.870  1.041  -0.15
C  0.997  0.896  0.063  -1.73
C  2.333  2.267  1.251  0.05
H  2.578  3.006  1.984  -0.07
C  3.110  1.599  0.378  -0.12
H  4.170  1.628  0.208  0.17
N  2.283  0.722  -0.348  0.12
C  2.662  -0.102  -1.471  1.77
C  2.706  0.470  -2.750  -1.83
C  3.052  -0.340  -3.836  1.74
H  3.117  0.117  -4.831  0.44
C  3.338  -1.698  -3.670  -1.16
C  3.742  -2.559  -4.835  -0.14
H  2.938  -3.263  -5.103  0.00
H  4.634  -3.151  -4.582  0.04
H  3.970  -1.935  -5.709  0.00
C  3.233  -2.257  -2.391  0.90
H  3.446  -3.323  -2.240  0.28
C  2.890  -1.473  -1.287  -1.20
C  2.800  -2.082  0.075  0.09
H  3.565  -1.680  0.752  -0.05
H  2.943  -3.165  -0.005  0.07
H  1.822  -1.905  0.540  -0.05
C  2.412  1.920  -2.979  -0.17
H  3.343  2.504  -2.995  -0.38
H  1.757  2.355  -2.218  -0.16
H  1.932  2.042  -3.961  0.18
C  0.361  -3.359  2.315  -1.43
S  -0.308  -1.684  2.104  0.95
C  -1.905  -1.992  2.849  -0.92
O  0.506  -0.823  3.007  -0.06
H  -0.401  -4.125  2.103  0.18
H  0.668  -3.398  3.374  0.29
H  1.237  -3.534  1.675  0.22
H  -1.686  -2.304  3.875  0.09
H  -2.444  -1.045  2.874  0.24
H  -2.439  -2.786  2.304  0.26

Force components x, y, z for each atom (eV/Å):
Pt 0.8 2.2 0.5
N -0.5 0.0 1.1
N 1.8 -0.2 -1.3
C -0.3 -0.6 1.7
C -2.5 0.4 0.5
C 0.5 0.3 -2.2
C -0.2 0.1 -0.1
H -0.1 -0.1 0.1
H 0.0 0.0 -0.1
H 0.1 0.1 0.1
C 2.0 -1.0 -0.1
C -0.3 0.0 0.2
H 0.0 0.0 0.1
H 0.0 -0.2 -0.1
H -0.2 0.2 -0.1
C -0.6 0.8 -0.7
C -0.2 -0.2 -0.1
H 0.1 -0.1 -0.2
H -0.1 -0.1 0.1
H 0.0 -0.1 0.0
C -0.1 0.2 0.0
H 0.2 -0.1 0.0
H -0.1 0.1 0.1
H 0.0 0.0 -0.1
C 0.1 -0.2 -0.4
H -0.1 0.1 -0.3
H -0.1 -0.2 0.0
H 0.1 0.1 0.0
C 0.6 0.5 0.3
H 0.2 0.2 -0.1
C -0.5 -0.3 -0.2
H 0.2 0.1 -0.3
C 0.3 0.2 -0.5
H -0.2 -0.1 -0.1
C -0.6 -0.7 0.2
H -0.1 -0.1 0.2
C 0.7 0.6 0.5
C -1.5 -1.1 -0.7
H 0.4 -0.3 0.2
C 0.9 -0.4 1.5
C -0.8 0.0 0.1
H 0.1 0.1 0.1
C -0.1 -0.6 -0.4
H 0.0 0.1 -0.1
N -0.4 0.4 0.0
C -0.1 -0.1 -0.4
C 0.1 -0.2 0.3
C 0.2 -0.3 0.1
H -0.1 -0.2 0.4
C -0.2 0.2 0.3
C 0.0 -0.1 -0.2
H 0.2 0.2 0.0
H -0.2 0.1 -0.1
H -0.1 -0.2 0.2
C 0.0 0.3 0.0
H -0.1 0.4 -0.1
C 0.1 0.2 -0.2
C 0.0 -0.3 0.3
H -0.2 0.0 -0.1
H 0.0 0.2 0.1
H 0.3 0.2 -0.2
C 0.0 0.3 -0.3
H -0.2 -0.1 0.0
H 0.2 -0.1 -0.1
H 0.1 0.1 0.3
C -0.1 -0.3 0.6
S 0.2 -0.4 -0.8
C 0.2 -0.2 0.6
O 0.0 -0.2 0.3
H 0.2 0.3 0.0
H -0.1 -0.2 -0.3
H -0.3 0.3 0.2
H -0.2 -0.1 0.0
H 0.1 -0.3 -0.3
H 0.2 0.3 0.1

Summary:
**Spin multiplicity**: 3
**M**: 684.8 g/mol
**Net charge**: -2
**E_LUMO (alpha / beta)**: 4.025 / 4.226 eV

# C6H19BNO5PS

2 unconnected molecules or ions with the total composition C6H19BNO5PS (ωB97M-V/def2-TZVPD, OMol25).

Last column: Mulliken charge in e.
Geometry (Å):
C  -1.688  0.985  -1.996  -0.96
N  -0.461  0.229  -2.284  0.09
C  -0.585  -1.230  -2.235  -0.86
C  0.721  0.707  -1.769  0.34
O  1.609  -0.049  -1.390  -0.63
C  0.961  2.198  -1.768  -0.87
P  2.274  2.626  -0.475  0.52
O  3.512  2.968  0.727  -0.54
B  3.237  3.449  1.972  0.68
O  2.842  4.757  2.135  -0.53
O  3.293  2.650  3.097  -0.56
H  -1.863  1.770  -2.731  0.32
H  -1.672  1.432  -1.000  0.35
H  -2.524  0.293  -2.030  0.36
H  0.020  -1.686  -3.017  0.27
H  -1.623  -1.506  -2.386  0.41
H  -0.265  -1.622  -1.270  0.19
H  0.053  2.774  -1.586  0.49
H  1.326  2.461  -2.767  0.35
H  3.315  2.127  -1.250  0.01
H  1.976  3.990  -0.563  0.00
H  1.583  1.877  0.489  -0.04
H  2.745  4.986  3.060  0.30
H  3.642  1.781  2.884  0.30
C  -1.066  -3.298  2.073  -0.90
S  -1.983  -3.804  0.614  0.52
O  -2.516  -2.557  0.003  -0.57
C  -3.353  -4.569  1.488  -0.97
H  -0.192  -2.751  1.726  0.30
H  -1.698  -2.650  2.680  0.30
H  -0.753  -4.180  2.632  0.35
H  -3.816  -3.829  2.140  0.30
H  -2.989  -5.423  2.060  0.37
H  -4.065  -4.904  0.737  0.32

Force components x, y, z for each atom (eV/Å):
C 0.1 0.0 -0.2
N -0.1 -0.1 0.7
C 0.0 0.0 -0.1
C 0.1 -0.1 -0.4
O 0.0 0.1 -0.1
C 0.0 -0.1 0.1
P 0.1 0.0 0.0
O -0.2 -0.1 0.1
B 0.0 0.0 -0.1
O 0.1 0.0 -0.1
O 0.1 0.1 0.1
H 0.0 0.0 0.0
H 0.0 0.0 0.0
H 0.0 0.0 0.0
H 0.1 0.0 0.0
H 0.0 0.0 0.0
H 0.0 0.0 0.0
H 0.0 0.0 0.0
H 0.0 0.1 0.0
H 0.0 -0.1 0.0
H 0.0 0.0 0.0
H 0.0 0.0 0.0
H -0.1 0.0 0.1
H 0.0 -0.1 0.0
C 0.0 0.0 0.0
S 0.0 0.0 0.0
O -0.1 0.0 0.0
C 0.0 0.0 0.0
H 0.0 0.0 0.0
H 0.0 0.0 0.0
H 0.0 0.0 0.0
H 0.0 0.0 0.0
H 0.0 0.0 0.0
H 0.0 0.0 0.0

Summary:
**Spin multiplicity**: 1
**M**: 259.1 g/mol
**E_LUMO**: 0.572 eV
**Energy relative to the best compared isomer or geometry (same formula, charge and spin)**: 0.0 kJ/mol

# C28H35CeN5P2Se

A molecular structure, C28H35CeN5P2Se in a non-equilibrium geometry (ωB97M-V/def2-TZVPD, OMol25).

Last column: Mulliken charge in e.
Geometry (Å):
Ce  -0.205  1.957  -3.691  1.19
C  -2.018  1.937  -6.833  -0.65
C  -2.034  0.631  -6.472  -0.32
C  -1.038  -0.381  -6.857  -0.41
C  0.406  0.146  -6.687  -1.81
C  0.697  1.062  -5.530  1.39
C  0.675  2.533  -5.632  -0.45
C  0.257  3.228  -6.911  -1.12
C  -0.957  2.636  -7.629  -1.08
C  1.940  1.102  -0.729  -1.54
H  -2.970  2.476  -6.765  0.77
H  -2.993  0.188  -6.191  0.66
H  -1.119  -0.678  -7.930  0.42
H  -1.205  -1.310  -6.283  0.27
H  1.093  -0.719  -6.615  0.35
H  0.710  0.765  -7.541  0.71
H  1.567  0.752  -4.945  0.21
H  1.556  3.012  -5.127  0.11
H  1.092  3.263  -7.648  0.32
H  -0.026  4.255  -6.621  0.43
H  -1.499  3.472  -8.102  0.49
H  -0.637  1.987  -8.454  0.41
H  1.379  2.049  -0.941  0.38
H  2.948  1.444  -0.421  0.51
H  1.455  0.786  0.196  0.62
P  1.611  -0.291  -2.052  0.37
P  -1.462  -1.265  -1.605  0.03
N  2.798  0.426  -3.125  0.74
N  2.790  -1.691  -1.562  0.40
N  -2.496  -0.086  -2.503  0.48
N  -2.843  -2.303  -1.443  0.38
C  0.718  -1.510  -3.465  0.82
C  -0.637  -2.134  -3.060  -1.30
C  2.777  1.824  -3.274  -0.94
C  3.849  2.185  -4.084  -0.75
C  4.474  0.995  -4.522  -1.00
C  3.782  -0.068  -3.976  -0.43
C  3.742  -1.373  -0.605  -0.53
C  4.580  -2.460  -0.396  -0.63
C  4.165  -3.503  -1.289  -0.65
C  3.057  -2.999  -1.982  -0.37
C  -3.293  0.834  -1.833  -1.04
C  -3.505  1.916  -2.656  -1.61
C  -2.803  1.692  -3.904  -0.15
C  -2.151  0.442  -3.766  -0.28
C  -3.794  -2.591  -2.444  -0.16
C  -4.909  -3.151  -1.840  -0.69
C  -4.667  -3.156  -0.421  -0.59
C  -3.439  -2.576  -0.208  -0.39
H  1.427  -2.312  -3.728  0.93
H  0.631  -0.928  -4.413  -1.33
H  -1.324  -2.205  -3.937  0.52
H  -0.470  -3.187  -2.727  0.56
H  2.272  2.481  -2.596  0.76
H  4.077  3.191  -4.309  0.65
H  5.340  0.963  -5.164  0.50
H  3.922  -1.133  -4.059  0.57
H  3.701  -0.396  -0.143  0.37
H  5.421  -2.493  0.283  0.46
H  4.595  -4.494  -1.438  0.46
H  2.440  -3.478  -2.732  0.43
H  -3.663  0.604  -0.855  0.98
H  -4.094  2.803  -2.464  0.53
H  -2.898  2.316  -4.793  0.65
H  -1.571  -0.190  -4.426  0.24
H  -3.547  -2.360  -3.467  0.34
H  -5.755  -3.556  -2.375  0.47
H  -5.303  -3.549  0.357  0.47
H  -2.888  -2.285  0.667  0.42
Se  -1.756  0.698  1.068  0.00
C  -1.199  1.672  -0.270  0.37
N  -0.777  2.089  -1.299  -0.84

Force components x, y, z for each atom (eV/Å):
Ce 0.1 1.8 1.7
C -0.2 -1.1 0.1
C -1.4 0.9 -2.0
C 1.4 -0.3 -0.3
C 0.6 -0.2 -0.4
C 0.8 0.8 -0.4
C 0.8 -0.8 -1.8
C -0.1 0.6 0.3
C -0.6 0.2 -0.8
C -1.7 0.7 1.3
H 0.3 -0.1 0.3
H 0.2 0.5 0.3
H -0.3 0.2 0.7
H 0.2 0.2 -0.1
H -0.2 0.4 -0.3
H -0.1 -0.8 -0.2
H 0.0 -0.2 -0.1
H -0.6 0.0 -0.2
H -0.4 0.2 0.6
H 0.5 -0.2 -0.3
H 0.5 -0.3 -0.1
H -0.1 0.1 0.2
H 0.3 -1.2 -0.2
H 0.0 -1.0 -1.1
H -0.2 -0.4 -0.1
P 5.7 -3.3 -0.7
P -2.1 -0.9 -1.3
N -0.6 0.9 -0.1
N -1.3 2.0 0.5
N 1.3 1.8 -0.4
N 0.0 0.4 0.6
C -2.0 0.1 -0.6
C 0.6 -0.3 -0.2
C 1.8 0.1 -0.5
C -1.4 -1.1 0.7
C -0.5 0.0 0.0
C -0.3 0.2 0.6
C 0.6 -0.7 0.6
C -0.6 0.7 -0.6
C -1.4 1.2 -0.6
C 0.2 -0.7 0.1
C -0.1 -0.7 -1.5
C 0.5 -0.1 -1.1
C -1.3 -1.0 1.6
C -2.0 -0.2 1.5
C -0.2 -0.5 0.8
C 1.5 0.4 -0.2
C 0.7 0.5 -0.1
C -0.3 -0.5 -0.4
H 0.3 0.7 0.8
H 0.0 0.1 1.1
H 0.5 0.2 0.6
H -0.2 0.8 0.0
H 0.0 0.1 0.2
H 0.5 0.8 -0.3
H -0.1 -0.3 0.0
H 0.1 0.0 0.0
H 0.3 -0.5 0.1
H -0.2 0.1 -0.1
H -0.2 0.5 0.1
H 0.2 -0.1 0.3
H -0.1 0.0 0.2
H 0.0 -0.2 0.2
H 0.1 -0.3 0.5
H -0.2 0.2 -0.2
H -0.3 -0.2 -0.1
H 0.0 0.1 0.1
H -0.1 0.1 -0.1
H -0.1 -0.3 0.3
Se 0.0 0.3 0.4
C 0.7 -0.2 -0.8
N 0.0 0.1 0.8

Summary:
**Spin multiplicity**: 1
**M**: 722.6 g/mol
**Net charge**: +2
**E_LUMO**: -8.702 eV

The lowest M belongs to which entry? C3H8N2

What is the formula in the third record? C30H39N3OPtS

Please write out number 4 again, unchanged.
# C6H19BNO5PS

2 unconnected molecules or ions with the total composition C6H19BNO5PS (ωB97M-V/def2-TZVPD, OMol25).

Last column: Mulliken charge in e.
Geometry (Å):
C  -1.688  0.985  -1.996  -0.96
N  -0.461  0.229  -2.284  0.09
C  -0.585  -1.230  -2.235  -0.86
C  0.721  0.707  -1.769  0.34
O  1.609  -0.049  -1.390  -0.63
C  0.961  2.198  -1.768  -0.87
P  2.274  2.626  -0.475  0.52
O  3.512  2.968  0.727  -0.54
B  3.237  3.449  1.972  0.68
O  2.842  4.757  2.135  -0.53
O  3.293  2.650  3.097  -0.56
H  -1.863  1.770  -2.731  0.32
H  -1.672  1.432  -1.000  0.35
H  -2.524  0.293  -2.030  0.36
H  0.020  -1.686  -3.017  0.27
H  -1.623  -1.506  -2.386  0.41
H  -0.265  -1.622  -1.270  0.19
H  0.053  2.774  -1.586  0.49
H  1.326  2.461  -2.767  0.35
H  3.315  2.127  -1.250  0.01
H  1.976  3.990  -0.563  0.00
H  1.583  1.877  0.489  -0.04
H  2.745  4.986  3.060  0.30
H  3.642  1.781  2.884  0.30
C  -1.066  -3.298  2.073  -0.90
S  -1.983  -3.804  0.614  0.52
O  -2.516  -2.557  0.003  -0.57
C  -3.353  -4.569  1.488  -0.97
H  -0.192  -2.751  1.726  0.30
H  -1.698  -2.650  2.680  0.30
H  -0.753  -4.180  2.632  0.35
H  -3.816  -3.829  2.140  0.30
H  -2.989  -5.423  2.060  0.37
H  -4.065  -4.904  0.737  0.32

Force components x, y, z for each atom (eV/Å):
C 0.1 0.0 -0.2
N -0.1 -0.1 0.7
C 0.0 0.0 -0.1
C 0.1 -0.1 -0.4
O 0.0 0.1 -0.1
C 0.0 -0.1 0.1
P 0.1 0.0 0.0
O -0.2 -0.1 0.1
B 0.0 0.0 -0.1
O 0.1 0.0 -0.1
O 0.1 0.1 0.1
H 0.0 0.0 0.0
H 0.0 0.0 0.0
H 0.0 0.0 0.0
H 0.1 0.0 0.0
H 0.0 0.0 0.0
H 0.0 0.0 0.0
H 0.0 0.0 0.0
H 0.0 0.1 0.0
H 0.0 -0.1 0.0
H 0.0 0.0 0.0
H 0.0 0.0 0.0
H -0.1 0.0 0.1
H 0.0 -0.1 0.0
C 0.0 0.0 0.0
S 0.0 0.0 0.0
O -0.1 0.0 0.0
C 0.0 0.0 0.0
H 0.0 0.0 0.0
H 0.0 0.0 0.0
H 0.0 0.0 0.0
H 0.0 0.0 0.0
H 0.0 0.0 0.0
H 0.0 0.0 0.0

Summary:
**Spin multiplicity**: 1
**M**: 259.1 g/mol
**E_LUMO**: 0.572 eV
**Energy relative to the best compared isomer or geometry (same formula, charge and spin)**: 0.0 kJ/mol